# 1
Density functional theory data (ωB97M-V with the def2-TZVPD basis set) for an isolated molecule of C3H5ClS at a distorted geometry.

Properties
HOMO-LUMO gap   9.72 eV
SMILES   CS/C=C\Cl
HOMO energy   -8.943 eV

Geometry (Å):
C1 2.300 -0.167 -0.021
S1 0.850 -0.941 -0.910
C2 -0.416 -1.075 0.411
C3 -1.211 -0.125 0.880
Cl1 -1.357 1.506 0.231
H1 2.388 -0.621 0.978
H2 2.168 0.933 0.093
H3 3.226 -0.321 -0.635
H4 -0.478 -2.013 0.873
H5 -1.875 -0.319 1.704

Forces on the atoms, in the same order (eV/Å):
C -0.2 0.5 -0.1
S -0.2 0.3 0.9
C 1.3 1.5 -1.1
C 0.1 0.6 -0.7
Cl 0.2 -0.8 0.4
H 0.2 0.1 -0.5
H -0.1 -0.8 -0.1
H -1.0 -0.2 0.5
H 0.0 -1.2 0.6
H -0.2 0.1 0.1

---

# 2
Density functional theory data (ωB97M-V with the def2-TZVPD basis set) for a cluster of 2 separate species, C15H19N4O8 in total at a distorted geometry.

Properties
HOMO-LUMO gap   5.17 eV
Total charge   -1
HOMO energy   -4.019 eV

Geometry (Å):
C1 -3.836 3.394 0.140
C2 -3.272 2.039 0.478
C3 -3.760 1.480 1.790
O1 -1.783 2.185 0.563
C4 -1.089 1.283 -0.129
N1 0.166 1.023 0.522
N2 1.157 1.020 -0.270
C5 2.108 2.064 -0.053
O2 2.076 2.935 0.793
O3 3.061 1.910 -0.993
C6 4.156 2.881 -0.861
C7 4.931 2.804 -2.161
C8 5.013 2.613 0.339
O4 -1.438 0.744 -1.164
H1 -4.928 3.345 0.088
H2 -3.555 4.128 0.906
H3 -3.464 3.733 -0.832
H4 -3.480 1.333 -0.338
H5 -4.822 1.220 1.721
H6 -3.191 0.587 2.072
H7 -3.630 2.233 2.578
H8 3.698 3.876 -0.766
H9 5.815 3.448 -2.117
H10 5.257 1.775 -2.360
H11 4.314 3.139 -3.001
H12 5.892 3.263 0.321
H13 4.455 2.818 1.255
H14 5.356 1.571 0.339
O5 -0.753 -6.449 1.887
N3 -0.955 -6.402 0.653
O6 -1.143 -7.424 -0.047
C9 -0.969 -5.133 -0.004
C10 -1.193 -5.097 -1.394
C11 -1.165 -3.870 -2.059
C12 -0.894 -2.692 -1.361
C13 -0.641 -2.706 0.044
C14 -0.314 -1.436 0.671
N4 -0.671 -1.199 1.967
O7 -0.831 -0.018 2.432
O8 -0.892 -2.183 2.723
C15 -0.727 -3.945 0.718
H15 -1.381 -6.031 -1.917
H16 -1.354 -3.841 -3.133
H17 -0.885 -1.711 -1.842
H18 0.153 -0.740 0.006
H19 -0.592 -3.967 1.794

Forces on the atoms, in the same order (eV/Å):
C 0.1 0.3 -0.1
C 0.5 -0.2 -0.5
C 0.2 0.0 0.4
O -0.3 -0.6 0.0
C -1.3 -2.7 -1.6
N 2.3 4.8 0.7
N -2.1 1.0 -1.5
C 1.0 -1.1 2.1
O -0.2 -0.5 -1.2
O 0.4 0.8 0.6
C -0.5 0.3 -0.8
C -0.1 -0.1 -0.3
C 0.1 -0.3 0.6
O 0.1 1.0 0.9
H 0.1 0.0 0.1
H -0.1 -0.1 -0.1
H 0.0 0.0 0.2
H 0.2 0.2 0.2
H 0.1 0.1 -0.1
H -0.1 0.2 -0.1
H 0.0 -0.2 -0.1
H 0.1 -0.3 0.0
H -0.1 -0.1 0.1
H 0.0 0.2 0.1
H 0.1 -0.1 0.1
H -0.1 0.0 0.0
H 0.1 -0.1 -0.1
H 0.0 0.2 0.0
O -0.4 0.1 -2.3
N 0.0 -2.1 1.4
O 0.3 1.5 1.2
C 0.0 2.1 -1.1
C 0.1 -0.2 0.4
C 0.1 0.1 0.4
C 0.2 -0.3 0.6
C -0.2 -0.4 -0.4
C -0.5 -1.4 0.3
N 0.1 0.1 0.3
O 0.2 -1.0 -0.6
O -0.1 0.5 0.0
C -0.1 -0.8 -0.2
H 0.0 0.3 0.1
H 0.0 0.0 0.3
H 0.0 -0.4 -0.1
H -0.4 -0.3 0.5
H 0.1 -0.1 -0.4

---

# 3
Density functional theory data (ωB97M-V with the def2-TZVPD basis set) for an isolated molecule of O2 at a distorted geometry.

Properties
HOMO-LUMO gap   7.69 eV
SMILES   O=O
HOMO energy   -11.789 eV

Geometry (Å):
O1 0.000 0.000 0.740
O2 0.000 0.000 -0.740

Forces on the atoms, in the same order (eV/Å):
O 0.0 0.0 -10.0
O 0.0 0.0 10.0

---

# 4
Density functional theory data (ωB97M-V with the def2-TZVPD basis set) for a structure of composition C42H60BrIN11OPrS2.

Properties
HOMO-LUMO gap (spin up / spin down)   7.35 / 7.36 eV
Multiplicity   3
HOMO energy (spin up / spin down)   -6.895 / -6.902 eV
<S²>   2.00

Geometry (Å):
Pr1 -0.864 0.077 -0.553
C1 -2.622 -1.798 -3.785
C2 -1.390 -1.055 -4.337
N1 -0.310 -0.952 -3.355
C3 0.669 -2.029 -3.395
C4 0.138 -3.386 -2.947
S1 -0.613 -3.395 -1.275
C5 -2.334 -3.920 -1.614
C6 -3.328 -2.757 -1.679
N2 -2.773 -1.589 -2.344
H1 -3.511 -1.459 -4.335
H2 -2.523 -2.869 -3.973
H3 -1.054 -1.557 -5.255
H4 -1.709 -0.049 -4.605
H5 0.196 -0.087 -3.544
H6 1.089 -2.168 -4.410
H7 1.492 -1.753 -2.729
H8 -0.595 -3.787 -3.642
H9 0.980 -4.077 -2.893
H10 -2.308 -4.510 -2.528
H11 -2.611 -4.586 -0.798
H12 -4.242 -3.119 -2.183
H13 -3.601 -2.466 -0.662
H14 -3.410 -0.804 -2.189
C7 5.022 3.687 -4.386
C8 5.526 3.335 -3.018
C9 6.706 3.876 -2.536
C10 7.167 3.582 -1.264
C11 6.440 2.726 -0.459
C12 5.256 2.175 -0.916
C13 4.785 2.473 -2.192
N3 3.583 1.965 -2.685
C14 2.646 1.202 -1.963
N4 3.161 0.027 -1.553
C15 2.788 -0.921 -0.564
C16 1.471 -1.000 -0.065
C17 1.327 -2.016 0.907
C18 2.335 -2.868 1.315
C19 3.597 -2.750 0.768
C20 3.844 -1.772 -0.181
C21 5.235 -1.700 -0.762
N5 1.415 1.578 -1.875
C22 1.169 2.908 -2.315
C23 0.588 3.130 -3.562
C24 0.292 4.409 -3.997
C25 0.593 5.492 -3.190
C26 1.215 5.282 -1.973
C27 1.530 4.008 -1.526
C28 2.276 3.850 -0.235
H15 5.767 4.254 -4.937
H16 4.120 4.300 -4.312
H17 4.782 2.788 -4.952
H18 7.275 4.546 -3.166
H19 8.081 4.028 -0.901
H20 6.784 2.491 0.538
H21 4.679 1.543 -0.257
H22 3.138 2.581 -3.353
H23 4.120 -0.084 -1.849
H24 0.362 -2.172 1.367
H25 2.131 -3.640 2.048
H26 4.392 -3.418 1.070
H27 5.856 -2.471 -0.307
H28 5.723 -0.741 -0.574
H29 5.231 -1.884 -1.839
H30 0.351 2.283 -4.192
H31 -0.181 4.556 -4.957
H32 0.351 6.495 -3.507
H33 1.476 6.125 -1.347
H34 1.884 4.540 0.508
H35 3.334 4.073 -0.381
H36 2.177 2.837 0.148
I1 -2.365 1.983 -2.519
Br1 -3.619 0.320 0.476
C29 -4.540 3.745 1.861
N6 -3.273 3.541 1.209
C30 -2.044 3.566 1.711
S2 -0.733 3.407 0.672
N7 -1.763 3.847 3.015
C31 -2.432 3.341 4.196
H37 -5.237 4.133 1.119
H38 -4.440 4.471 2.667
H39 -4.948 2.800 2.234
H40 -3.332 3.213 0.251
H41 -0.772 3.999 3.149
H42 -3.445 3.045 3.954
H43 -2.452 4.125 4.957
H44 -1.904 2.473 4.605
N8 0.182 0.195 3.447
N9 0.210 0.810 2.152
H45 0.958 0.522 4.031
H46 0.288 -0.808 3.314
H47 1.158 0.809 1.751
H48 -0.070 1.789 2.272
C32 -5.266 -3.273 3.901
N10 -4.009 -2.554 3.931
N11 -3.060 -2.880 2.963
C33 -2.408 -1.711 2.550
O1 -1.592 -1.671 1.633
C34 -2.950 -0.669 3.368
C35 -3.956 -1.193 4.110
C36 -4.948 -0.520 4.985
C37 -2.454 -4.142 3.003
C38 -2.642 -4.979 4.101
C39 -2.032 -6.219 4.140
C40 -1.198 -6.624 3.113
C41 -0.983 -5.778 2.039
C42 -1.616 -4.552 1.971
H49 -5.093 -4.263 3.483
H50 -6.013 -2.762 3.283
H51 -5.651 -3.375 4.916
H52 -2.604 0.340 3.334
H53 -4.716 0.537 5.059
H54 -4.958 -0.954 5.984
H55 -5.943 -0.629 4.555
H56 -3.243 -4.651 4.934
H57 -2.202 -6.864 4.990
H58 -0.711 -7.587 3.159
H59 -0.313 -6.063 1.242
H60 -1.433 -3.898 1.138

Forces on the atoms, in the same order (eV/Å):
Pr 0.1 -0.5 -0.1
C 0.3 0.1 0.0
C -0.3 -0.1 0.1
N 0.4 0.6 0.0
C 0.2 -0.2 0.0
C 0.0 0.1 0.4
S -0.2 0.0 0.0
C 0.4 0.3 0.0
C -0.1 -0.2 0.1
N -0.7 0.3 0.2
H 0.1 -0.1 0.0
H 0.0 0.0 0.0
H 0.0 0.0 0.0
H 0.2 0.0 0.1
H -0.1 -0.1 0.1
H -0.1 0.0 0.1
H -0.1 0.0 -0.1
H 0.0 -0.1 -0.1
H -0.1 0.0 -0.1
H -0.1 -0.1 0.0
H 0.0 -0.1 0.0
H 0.1 0.0 0.1
H 0.0 0.1 -0.1
H 0.2 -0.1 0.0
C 0.0 0.0 0.1
C -0.1 0.0 -0.1
C 0.0 -0.1 0.2
C 0.1 0.0 0.1
C 0.1 0.0 0.0
C -0.1 0.0 0.0
C 0.5 0.0 0.3
N -0.3 0.0 -0.3
C -0.1 0.2 -0.5
N 0.7 -0.3 0.0
C -0.6 0.1 0.2
C 0.5 -0.2 0.0
C -0.1 0.3 0.0
C 0.0 -0.1 0.2
C -0.1 0.1 -0.1
C 0.1 -0.2 0.2
C -0.1 0.1 0.0
N -0.4 -0.4 0.4
C 0.0 0.4 -0.2
C 0.1 -0.1 0.1
C 0.1 0.0 -0.1
C 0.0 0.1 0.0
C 0.0 0.0 -0.1
C 0.0 -0.1 0.0
C 0.1 0.0 0.0
H 0.0 0.0 0.0
H -0.1 0.0 -0.1
H -0.1 0.0 -0.1
H 0.0 0.1 -0.1
H 0.1 0.0 0.0
H 0.0 0.0 0.1
H 0.0 0.0 0.0
H 0.0 -0.1 0.1
H -0.2 0.1 -0.1
H -0.1 0.0 0.0
H 0.0 0.0 0.1
H 0.1 0.0 0.0
H 0.0 0.0 0.0
H 0.0 0.1 -0.1
H 0.1 0.0 -0.1
H -0.1 -0.1 0.0
H -0.1 0.0 -0.1
H 0.0 0.1 0.0
H 0.0 0.1 0.1
H 0.0 0.0 0.1
H 0.1 -0.1 0.0
H 0.1 0.0 0.1
I -0.2 0.1 -0.3
Br -0.3 0.1 -0.2
C -0.1 0.0 0.2
N 0.1 -0.1 0.1
C 0.0 0.2 -0.2
S 0.5 0.0 -0.6
N -0.1 0.0 0.1
C -0.1 0.0 0.2
H 0.0 0.0 0.1
H -0.1 0.0 0.0
H 0.0 0.1 0.1
H 0.3 -0.1 0.0
H -0.2 -0.1 -0.2
H -0.1 -0.1 0.1
H -0.1 -0.1 0.0
H -0.1 0.0 -0.1
N 0.2 -0.1 0.1
N 0.2 0.4 -0.1
H -0.2 -0.2 -0.4
H 0.0 0.2 0.0
H -0.3 0.0 0.2
H 0.1 -0.4 -0.3
C -0.3 0.0 -0.2
N 0.4 -0.1 0.4
N -0.4 0.4 -0.3
C -0.4 0.2 -0.1
O 0.4 -0.2 0.0
C -0.3 -0.1 0.3
C 0.6 0.0 -0.2
C 0.0 -0.1 -0.1
C 0.2 -0.5 0.2
C -0.1 0.1 0.0
C 0.0 -0.1 0.0
C 0.1 -0.1 0.0
C 0.0 -0.1 0.1
C 0.0 0.1 -0.2
H 0.0 0.0 0.1
H 0.1 -0.1 0.0
H 0.0 0.0 -0.1
H 0.0 0.2 0.0
H 0.0 0.1 0.0
H 0.0 0.0 0.0
H -0.1 0.1 0.0
H -0.1 0.0 0.1
H 0.0 0.0 0.1
H 0.0 -0.1 0.0
H 0.1 0.0 -0.1
H 0.0 0.1 0.0